[1]
{"formula": "C8H15BrN4", "method": "ωB97M-V/def2-TZVPD", "lumo_energy_ev": -8.04, "total_energy_ev": -84524.1711, "gap_ha": 0.3305, "homo_ev": -17.035, "de_lowest_kj_mol": 57.6, "total_charge": 2, "symbols": ["C", "C", "C", "C", "C", "C", "C", "C", "N", "N", "N", "N", "Br", "H", "H", "H", "H", "H", "H", "H", "H", "H", "H", "H", "H", "H", "H", "H"], "positions_angstrom": [[-0.069, -0.958, -0.903], [0.945, -0.613, -0.114], [1.094, 0.812, 0.336], [-1.192, 1.112, -0.255], [3.169, 0.107, 0.838], [0.161, 3.053, 0.515], [-2.367, -0.546, -1.635], [1.803, -2.235, 1.512], [2.241, 1.048, 0.859], [0.087, 1.654, 0.139], [-1.049, 0.053, -1.304], [2.039, -1.377, 0.344], [4.487, 0.156, -0.578], [-0.222, -1.948, -1.309], [-1.712, 0.655, 0.602], [-1.809, 1.930, -0.644], [3.615, -0.185, 1.788], [0.084, 3.689, -0.367], [-0.642, 3.304, 1.209], [1.115, 3.237, 1.001], [-2.804, -1.012, -0.753], [-3.048, 0.222, -1.999], [-2.255, -1.299, -2.414], [1.078, -3.017, 1.285], [2.741, -2.707, 1.797], [1.435, -1.638, 2.345], [-0.695, 0.497, -2.167], [2.525, -1.891, -0.394]]}



[2]
{"formula": "C8H15BrNO", "method": "ωB97M-V/def2-TZVPD", "lumo_energy_ev": -2.79, "total_energy_ev": -82110.2021, "smiles": "COC1=C(Br)C(C)(C)C[N@@H+]1C", "gap_ha": 0.3598, "homo_ev": -12.580, "de_lowest_kj_mol": 221.3, "total_charge": 1, "symbols": ["C", "C", "C", "C", "C", "C", "C", "C", "N", "O", "Br", "H", "H", "H", "H", "H", "H", "H", "H", "H", "H", "H", "H", "H", "H", "H"], "positions_angstrom": [[1.140, 0.146, -0.141], [0.186, 1.090, -0.369], [-0.991, -0.423, 0.907], [0.522, -0.926, 0.730], [0.461, -2.201, -0.184], [1.394, -1.123, 1.887], [-2.017, 0.761, -1.263], [1.265, 2.612, -2.011], [-1.126, 0.861, 0.069], [0.259, 2.267, -0.970], [2.926, 0.002, -0.705], [-1.679, -1.171, 0.331], [-1.224, -0.291, 1.885], [-0.075, -1.959, -1.210], [-0.045, -3.155, 0.326], [1.531, -2.516, -0.332], [0.989, -1.662, 2.743], [1.622, -0.147, 2.340], [2.266, -1.610, 1.562], [-1.532, 0.107, -1.974], [-3.000, 0.515, -0.996], [-2.118, 1.691, -1.699], [0.822, 3.607, -2.341], [1.330, 1.872, -2.758], [2.122, 2.774, -1.502], [-1.366, 1.673, 0.547]]}



[3]
{"formula": "C8H15BrSi", "method": "ωB97M-V/def2-TZVPD", "lumo_energy_ev": [0.16, 0.19], "total_energy_ev": -86455.8579, "gap_ha": [0.2716, 0.2756], "homo_ev": [-7.233, -7.306], "de_lowest_kj_mol": 272.4, "symbols": ["C", "C", "C", "C", "C", "C", "C", "C", "Si", "Br", "H", "H", "H", "H", "H", "H", "H", "H", "H", "H", "H", "H", "H", "H", "H"], "positions_angstrom": [[1.262, -3.140, -0.951], [1.743, -2.430, 0.111], [0.937, -0.652, 1.797], [0.670, -1.717, 0.775], [0.898, 0.387, 0.664], [-0.605, 3.064, -0.045], [-2.149, 0.462, 0.919], [-0.552, 0.644, -1.868], [-0.694, 1.175, -0.048], [2.543, 0.922, -0.213], [1.907, -3.889, -1.566], [0.324, -3.130, -1.401], [2.702, -2.340, 0.437], [0.088, -0.347, 2.396], [1.959, -0.505, 2.174], [-0.387, -1.661, 0.580], [0.315, 3.460, -0.677], [-1.405, 3.471, -0.590], [-0.768, 3.616, 0.915], [-2.305, -0.479, 0.571], [-1.952, 0.612, 2.003], [-2.964, 1.155, 0.877], [0.406, 0.819, -2.269], [-0.683, -0.500, -2.050], [-1.288, 1.004, -2.544]]}



[4]
{"formula": "C8H15Cl4N", "method": "ωB97M-V/def2-TZVPD", "lumo_energy_ev": 0.61, "total_energy_ev": -60118.7307, "smiles": "CCCC#N.ClCCCl.ClCCCl", "gap_ha": 0.4125, "homo_ev": -10.616, "de_lowest_kj_mol": 56.8, "symbols": ["C", "C", "C", "C", "N", "H", "H", "H", "H", "H", "H", "H", "Cl", "C", "C", "Cl", "H", "H", "H", "H", "Cl", "C", "C", "Cl", "H", "H", "H", "H"], "positions_angstrom": [[1.126, 3.706, 4.419], [-0.217, 3.525, 5.147], [-0.124, 2.671, 6.414], [0.444, 1.334, 6.066], [0.856, 0.288, 5.783], [1.022, 4.418, 3.601], [1.448, 2.726, 4.067], [1.973, 3.929, 5.067], [-0.981, 3.160, 4.461], [-0.589, 4.538, 5.299], [-1.114, 2.523, 6.845], [0.591, 3.066, 7.136], [-3.390, 0.291, -0.663], [-2.186, -0.974, -0.977], [-1.755, -1.561, 0.325], [-3.074, -2.532, 1.025], [-1.356, -0.539, -1.533], [-2.513, -1.797, -1.611], [-1.460, -0.823, 1.071], [-0.861, -2.136, 0.087], [-0.146, -2.050, -7.726], [1.299, -2.816, -8.395], [1.845, -3.816, -7.379], [2.352, -2.961, -5.861], [2.060, -2.041, -8.489], [1.073, -3.217, -9.383], [2.661, -4.453, -7.720], [1.016, -4.456, -7.075]]}



[5]
{"formula": "C8H15ClF2Si", "method": "ωB97M-V/def2-TZVPD", "lumo_energy_ev": 0.79, "total_energy_ev": -34371.5902, "gap_ha": 0.3713, "homo_ev": -9.312, "de_lowest_kj_mol": 40.8, "symbols": ["C", "C", "C", "C", "C", "C", "C", "C", "F", "F", "Si", "Cl", "H", "H", "H", "H", "H", "H", "H", "H", "H", "H", "H", "H", "H", "H", "H"], "positions_angstrom": [[-0.590, 2.976, 1.344], [0.027, 1.849, 1.443], [-0.514, -2.745, 1.162], [-1.103, 0.920, -2.510], [2.768, -0.412, 0.060], [-0.802, -1.302, 1.417], [-1.518, 0.041, -1.265], [1.506, -0.155, -0.889], [-0.566, 3.831, 2.351], [-1.389, 3.452, 0.373], [-0.138, -0.036, 0.022], [1.036, 1.483, 2.840], [-0.734, -2.961, 0.094], [0.554, -3.050, 1.280], [-0.930, -3.435, 1.915], [-0.924, 1.851, -2.078], [-0.164, 0.489, -2.810], [-1.980, 0.840, -3.143], [2.996, 0.602, 0.568], [2.500, -1.175, 0.672], [3.570, -0.668, -0.640], [-0.308, -0.873, 2.282], [-1.921, -0.997, 1.484], [-1.848, -0.961, -1.770], [-2.574, 0.519, -1.022], [1.448, -0.856, -1.835], [1.596, 0.773, -1.347]]}



[6]
{"formula": "C8H15F7O5PS", "method": "ωB97M-V/def2-TZVPD", "lumo_energy_ev": 2.69, "total_energy_ev": -57929.5803, "gap_ha": 0.4006, "homo_ev": -8.215, "total_charge": -1, "symbols": ["C", "C", "C", "C", "C", "C", "O", "C", "F", "C", "O", "S", "O", "O", "O", "H", "H", "H", "H", "H", "H", "H", "H", "H", "H", "H", "H", "H", "H", "H", "F", "P", "F", "F", "F", "F", "F"], "positions_angstrom": [[0.085, -2.811, 1.745], [-1.203, -2.534, 0.929], [-2.262, -1.801, 1.761], [-0.920, -1.789, -0.395], [-0.111, -2.673, -1.352], [-0.298, -0.404, -0.105], [0.756, -0.143, -1.062], [1.531, 0.942, -0.818], [0.873, 1.816, -0.088], [2.115, 1.517, -2.086], [3.143, 0.557, -2.389], [3.916, 0.199, -1.047], [4.158, -1.210, -1.050], [4.981, 1.131, -0.838], [2.723, 0.564, -0.062], [0.963, -2.308, 1.322], [0.311, -3.882, 1.783], [-0.015, -2.455, 2.777], [-1.629, -3.509, 0.647], [-2.000, -0.748, 1.918], [-2.387, -2.267, 2.746], [-3.236, -1.820, 1.253], [-1.896, -1.603, -0.864], [-0.750, -3.487, -1.721], [0.748, -3.128, -0.849], [0.258, -2.117, -2.215], [-1.039, 0.397, -0.178], [0.124, -0.357, 0.903], [1.396, 1.593, -2.900], [2.582, 2.486, -1.870], [-1.554, 2.751, 1.212], [-1.847, 4.269, 0.589], [-0.646, 3.878, -0.490], [-3.285, 4.978, 0.991], [-2.817, 3.445, -0.480], [-1.383, 5.804, 0.171], [-1.384, 4.718, 2.113]]}



[7]
{"formula": "C8H15FN3O11Tl", "method": "ωB97M-V/def2-TZVPD", "lumo_energy_ev": -14.46, "total_energy_ev": -42910.4428, "gap_ha": 0.0770, "homo_ev": -16.552, "de_lowest_kj_mol": 0.0, "total_charge": 2, "symbols": ["Tl", "C", "C", "O", "O", "H", "H", "H", "C", "C", "O", "C", "O", "O", "F", "H", "H", "H", "C", "N", "O", "O", "H", "H", "H", "C", "N", "O", "O", "H", "H", "H", "C", "N", "O", "O", "H", "H", "H"], "positions_angstrom": [[-4.380, 0.680, -0.267], [0.504, 0.707, 0.217], [-0.972, 0.503, 0.170], [-1.708, 0.982, 1.075], [-1.529, -0.163, -0.721], [1.018, 0.291, -0.659], [0.924, 0.254, 1.120], [0.869, 1.738, 0.253], [-0.814, -3.377, -0.493], [0.451, -4.124, -0.874], [0.707, -3.622, -2.137], [-0.495, -3.176, -2.675], [-0.595, -2.817, -3.796], [-1.443, -3.176, -1.744], [0.238, -5.477, -0.926], [-0.476, -2.414, -0.089], [-1.418, -3.843, 0.281], [1.244, -3.981, -0.137], [3.614, -1.150, 1.757], [4.160, -0.199, 2.741], [4.357, -0.569, 3.863], [4.364, 0.934, 2.370], [4.182, -2.073, 1.696], [3.524, -0.619, 0.813], [2.615, -1.412, 2.111], [-0.315, 3.836, 2.842], [-0.963, 3.939, 4.163], [-1.197, 5.037, 4.593], [-1.280, 2.926, 4.733], [0.737, 4.090, 2.927], [-0.810, 4.566, 2.197], [-0.558, 2.849, 2.427], [-1.583, 0.832, -4.048], [-2.694, 1.825, -3.927], [-3.366, 1.763, -2.886], [-2.911, 2.609, -4.795], [-0.798, 1.128, -3.357], [-1.256, 0.846, -5.084], [-1.947, -0.143, -3.736]]}



[8]
{"formula": "C8H15N", "method": "ωB97M-V/def2-TZVPD", "lumo_energy_ev": 0.97, "total_energy_ev": -10027.5450, "smiles": "CC1=C(C)C(C)(C)N1C", "gap_ha": 0.3001, "homo_ev": -7.192, "de_lowest_kj_mol": 176.6, "symbols": ["C", "C", "C", "C", "C", "C", "C", "C", "N", "H", "H", "H", "H", "H", "H", "H", "H", "H", "H", "H", "H", "H", "H", "H"], "positions_angstrom": [[0.808, -2.312, 0.085], [0.341, -0.666, -2.484], [-0.612, 2.247, -0.892], [0.646, 1.206, 1.919], [-1.238, -0.429, 1.553], [0.299, -0.202, -1.068], [-0.287, 0.863, -0.446], [-0.101, 0.348, 0.926], [0.839, -0.866, 0.020], [1.254, -2.637, 1.025], [1.402, -2.729, -0.735], [-0.201, -2.743, 0.005], [-0.304, -1.537, -2.626], [-0.007, 0.123, -3.148], [1.355, -0.952, -2.770], [-1.586, 2.574, -0.519], [-0.629, 2.300, -1.981], [0.134, 2.968, -0.543], [-0.003, 2.007, 2.283], [1.522, 1.658, 1.457], [0.954, 0.616, 2.782], [-1.953, 0.275, 1.987], [-1.752, -1.038, 0.812], [-0.880, -1.075, 2.357]]}



[9]
{"formula": "C8H15N", "method": "ωB97M-V/def2-TZVPD", "lumo_energy_ev": 1.01, "total_energy_ev": -10025.1669, "smiles": "C=CC(C)C.CC#CN", "gap_ha": 0.3282, "homo_ev": -7.919, "de_lowest_kj_mol": 406.0, "symbols": ["C", "C", "C", "C", "C", "C", "N", "C", "C", "H", "H", "H", "H", "H", "H", "H", "H", "H", "H", "H", "H", "H", "H", "H"], "positions_angstrom": [[-0.078, 1.070, -1.100], [-1.977, -1.521, 2.579], [0.536, 2.272, -1.817], [-0.289, -0.083, -2.081], [0.143, -1.551, 0.964], [-0.918, -1.507, 1.588], [1.191, -2.273, 0.453], [0.942, 0.619, 0.083], [0.921, 1.203, 1.295], [-1.034, 1.363, -0.660], [1.869, -1.682, -0.016], [0.895, -3.119, -0.019], [1.880, 0.368, -0.405], [-2.289, -2.542, 2.815], [-1.640, -1.066, 3.515], [-2.844, -0.945, 2.239], [0.667, -0.488, -2.415], [-0.103, 2.591, -2.641], [1.510, 2.019, -2.236], [0.670, 3.111, -1.138], [-0.802, 0.269, -2.977], [-0.886, -0.878, -1.638], [0.227, 2.014, 1.463], [1.410, 0.759, 2.147]]}



[10]
{"formula": "C8H15N", "method": "ωB97M-V/def2-TZVPD", "lumo_energy_ev": 0.95, "total_energy_ev": -10025.9155, "gap_ha": 0.2506, "homo_ev": -5.866, "de_lowest_kj_mol": 333.8, "symbols": ["C", "C", "C", "C", "C", "C", "N", "C", "C", "H", "H", "H", "H", "H", "H", "H", "H", "H", "H", "H", "H", "H", "H", "H"], "positions_angstrom": [[-0.612, 0.244, 1.101], [0.997, 1.401, -0.578], [-0.255, 1.259, 2.155], [-2.003, -0.912, -1.244], [-0.023, 0.323, -0.271], [-0.652, -0.297, -1.362], [-0.034, -0.383, -2.587], [0.567, -1.069, 0.917], [1.870, -1.108, 1.182], [-1.568, -0.256, 1.220], [-0.391, -1.073, -3.238], [0.962, -0.256, -2.595], [-0.007, -1.987, 0.974], [1.924, 0.975, -0.986], [0.586, 2.085, -1.312], [1.298, 1.969, 0.294], [0.818, 1.311, 2.364], [-0.738, 0.996, 3.094], [-0.548, 2.265, 1.856], [-2.436, -1.114, -2.223], [-2.651, -0.253, -0.658], [-1.955, -1.852, -0.685], [2.342, -2.022, 1.506], [2.509, -0.246, 1.078]]}



[11]
{"formula": "C8H15N", "method": "ωB97M-V/def2-TZVPD", "lumo_energy_ev": [0.26, 0.46], "total_energy_ev": -10024.0274, "gap_ha": [0.2393, 0.2811], "homo_ev": [-6.256, -7.192], "de_lowest_kj_mol": 516.0, "symbols": ["C", "C", "C", "C", "C", "H", "H", "H", "H", "H", "H", "H", "H", "H", "H", "C", "C", "C", "N", "H", "H", "H", "H", "H"], "positions_angstrom": [[-0.956, 0.497, -1.292], [-1.322, -1.074, 1.246], [-0.971, 1.989, -1.141], [-0.371, -1.187, 0.076], [-0.359, -2.329, -0.663], [-1.938, 0.041, -1.352], [-0.290, 0.115, -2.060], [-2.097, -1.830, 1.135], [-0.805, -1.253, 2.193], [-1.824, -0.106, 1.310], [0.037, 2.399, -1.039], [-1.427, 2.472, -2.019], [-1.571, 2.303, -0.280], [-1.198, -3.002, -0.587], [0.334, -2.518, -1.468], [0.821, 0.747, 1.050], [1.953, -0.731, -0.429], [1.894, 1.303, 1.610], [0.834, -0.353, 0.161], [-0.164, 1.121, 1.264], [1.985, -1.671, -0.945], [2.769, -0.031, -0.491], [1.764, 2.146, 2.271], [2.903, 0.951, 1.451]]}



[12]
{"formula": "C8H15N2", "method": "ωB97M-V/def2-TZVPD", "lumo_energy_ev": -3.02, "total_energy_ev": -11509.7984, "gap_ha": 0.3923, "homo_ev": -13.695, "de_lowest_kj_mol": 307.3, "total_charge": 1, "symbols": ["C", "C", "C", "C", "C", "C", "C", "C", "N", "N", "H", "H", "H", "H", "H", "H", "H", "H", "H", "H", "H", "H", "H", "H", "H"], "positions_angstrom": [[1.477, -0.157, 0.767], [3.230, -1.228, -0.516], [0.579, 0.940, 0.012], [-0.912, 0.505, -0.006], [-1.087, -1.034, 0.327], [0.909, 2.286, 0.691], [-1.833, 0.878, -1.247], [-2.369, -1.722, 0.156], [2.575, -0.484, 0.195], [0.096, -1.419, 0.578], [4.263, -0.995, -0.867], [2.923, -2.355, -0.539], [0.770, 1.071, -1.108], [-1.335, 0.961, 0.799], [1.040, 2.266, 1.710], [-0.024, 2.831, 0.504], [1.745, 2.704, 0.258], [-1.802, 1.920, -1.394], [-2.821, 0.610, -1.199], [-1.362, 0.575, -2.096], [-2.434, -2.348, 0.975], [-2.347, -2.116, -0.958], [-3.169, -1.045, 0.299], [0.269, -2.413, 0.745], [1.620, -0.232, 1.917]]}